(1)
A structure of composition C17H15Cl5F5MnN2O2, computed with wB97M-V/def2-TZVPD.

Results
<S²>: 8.7602
Maximum force in eV/A: 3.7
Total charge: +1
HOMO (alpha / beta) in eV: -10.26 / -10.31
Frontier orbital gap (alpha / beta) in eV: 5.476 / 5.489
Multiplicity: 6

The geometry in XYZ format:
```
47
C17H15Cl5F5MnN2O2 | the Open Molecules 2025 dataset | wB97M-V/def2-TZVPD
Mn 0.116 0.500 -0.189
Cl -2.200 1.348 -0.101
C -2.555 -0.461 0.059
C -1.278 -1.040 0.314
C -2.873 -3.387 0.097
Cl -1.313 -3.725 0.077
C -4.191 -3.156 0.183
Cl -5.179 -4.545 0.445
C -4.720 -1.871 0.078
Cl -6.444 -1.789 0.178
C -3.948 -0.692 -0.038
Cl -4.951 0.702 -0.269
F 2.028 4.637 -4.920
C 1.743 4.077 -3.744
C 1.170 2.820 -3.688
F 0.897 2.145 -4.805
C 0.891 2.271 -2.455
F 0.311 1.015 -2.410
C 1.158 2.893 -1.233
O 0.884 2.323 -0.081
C 1.739 4.163 -1.335
F 2.037 4.831 -0.218
C 2.021 4.742 -2.559
F 2.573 5.951 -2.605
N 0.603 -4.889 1.481
C 0.049 -4.660 0.132
C -0.606 -2.229 0.233
N 0.847 -2.094 0.241
C 1.427 -2.462 1.567
C 1.749 -3.951 1.777
H 0.805 -5.871 1.668
H -0.173 -4.595 2.103
H -1.942 -4.937 -0.303
H 0.588 -5.276 -0.576
H -1.328 -3.999 1.433
H -1.250 -3.666 -1.366
H 1.300 -2.743 -0.398
H 0.737 -2.103 2.332
H 2.383 -1.951 1.697
H 2.060 -4.112 2.810
H 2.558 -4.247 1.109
C 3.528 0.846 0.027
O 2.469 0.175 -0.679
H 4.185 1.365 -0.669
H 4.109 0.137 0.620
H 3.054 1.574 0.678
H 2.851 -0.500 -1.247
```

(2)
A structure of composition C17H15FN2O3S, computed with wB97M-V/def2-TZVPD.

Results
Maximum force in eV/A: 18.0
HOMO in eV: -7.85
Frontier orbital gap in eV: 8.227

The geometry in XYZ format:
```
39
C17H15FN2O3S | the Open Molecules 2025 dataset | wB97M-V/def2-TZVPD
C -5.897 0.067 0.993
H -6.073 1.079 0.628
O -4.718 -0.316 0.100
C -3.638 0.215 0.157
C -3.405 1.187 0.813
C -2.236 1.871 1.006
C -1.263 1.311 0.319
C -1.446 0.337 -0.767
C -2.721 -0.259 -0.732
O -2.975 -1.422 -1.377
C -2.104 -1.757 -2.187
H -1.288 -2.224 -1.737
H -2.517 -2.982 -2.797
H -1.683 -1.167 -2.937
H -0.644 -0.081 -1.399
C 0.055 2.025 0.279
N 0.536 2.947 0.869
N 1.761 3.271 0.628
C 2.272 2.500 -0.340
S 3.702 2.260 -0.862
C 3.589 0.452 -1.643
C 3.540 -0.392 -0.241
C 2.500 -0.983 0.139
C 2.482 -1.882 1.359
C 3.743 -2.007 1.589
C 4.995 -1.571 1.357
C 4.862 -0.945 0.265
F 6.030 -0.043 -0.219
H 5.782 -1.808 1.955
H 3.810 -2.864 2.764
H 1.646 -2.279 1.491
H 1.535 -0.938 -0.543
H 2.766 0.390 -2.133
H 4.500 0.219 -2.198
O 1.123 1.481 -0.579
H -1.930 3.027 1.598
H -4.173 1.788 1.421
H -5.715 0.050 2.243
H -6.799 -0.559 0.715
```

(3)
The molecule C17H15N3O3S2, computed with wB97M-V/def2-TZVPD.

Results
Maximum force in eV/A: 6.4
HOMO in eV: -7.96
Frontier orbital gap in eV: 7.498

The geometry in XYZ format:
```
40
C17H15N3O3S2 | the Open Molecules 2025 dataset | wB97M-V/def2-TZVPD
C 0.063 -5.551 -2.119
C 0.184 -4.138 -1.979
N 1.480 -3.533 -1.854
C 1.443 -2.326 -1.475
C 2.839 -1.914 -1.125
C 3.217 -0.329 -1.263
N 2.372 0.425 -0.329
C 1.923 1.674 -0.617
O 2.320 2.338 -1.620
C 0.984 2.239 0.368
C 1.439 2.439 1.725
N 0.635 2.970 2.669
C -0.627 3.332 2.395
C -1.468 3.697 3.427
S -0.928 3.384 5.038
C -2.788 4.149 3.141
C -3.193 4.058 1.807
C -2.367 3.627 0.724
C -1.053 3.108 1.045
C -0.288 2.682 0.049
S -0.248 -1.691 -1.488
C -0.893 -3.329 -1.770
C -2.344 -3.722 -1.805
O -2.680 -4.630 -2.544
O -3.194 -3.034 -1.023
H -0.782 -5.954 -1.628
H 0.084 -5.958 -3.189
H 0.886 -6.029 -1.603
H 3.533 -2.419 -1.697
H 2.856 -2.293 -0.125
H 4.287 -0.129 -0.993
H 3.083 -0.097 -2.303
H 1.890 -0.155 0.399
H 2.399 2.097 1.936
H 0.268 3.164 4.453
H -3.503 4.559 3.904
H -4.196 4.389 1.597
H -2.810 3.548 -0.219
H -0.772 2.923 -0.953
H -4.053 -3.572 -0.957
```

Question: Which formula does entry 2 have?
Answer: C17H15FN2O3S

Repeat the second record exactly.
A structure of composition C17H15FN2O3S, computed with wB97M-V/def2-TZVPD.

Results
Maximum force in eV/A: 18.0
HOMO in eV: -7.85
Frontier orbital gap in eV: 8.227

The geometry in XYZ format:
```
39
C17H15FN2O3S | the Open Molecules 2025 dataset | wB97M-V/def2-TZVPD
C -5.897 0.067 0.993
H -6.073 1.079 0.628
O -4.718 -0.316 0.100
C -3.638 0.215 0.157
C -3.405 1.187 0.813
C -2.236 1.871 1.006
C -1.263 1.311 0.319
C -1.446 0.337 -0.767
C -2.721 -0.259 -0.732
O -2.975 -1.422 -1.377
C -2.104 -1.757 -2.187
H -1.288 -2.224 -1.737
H -2.517 -2.982 -2.797
H -1.683 -1.167 -2.937
H -0.644 -0.081 -1.399
C 0.055 2.025 0.279
N 0.536 2.947 0.869
N 1.761 3.271 0.628
C 2.272 2.500 -0.340
S 3.702 2.260 -0.862
C 3.589 0.452 -1.643
C 3.540 -0.392 -0.241
C 2.500 -0.983 0.139
C 2.482 -1.882 1.359
C 3.743 -2.007 1.589
C 4.995 -1.571 1.357
C 4.862 -0.945 0.265
F 6.030 -0.043 -0.219
H 5.782 -1.808 1.955
H 3.810 -2.864 2.764
H 1.646 -2.279 1.491
H 1.535 -0.938 -0.543
H 2.766 0.390 -2.133
H 4.500 0.219 -2.198
O 1.123 1.481 -0.579
H -1.930 3.027 1.598
H -4.173 1.788 1.421
H -5.715 0.050 2.243
H -6.799 -0.559 0.715
```

Question: What is the formula in the second record?
Answer: C17H15FN2O3S